{
  "formula": "C44H47N2O5RhSi",
  "method": "ωB97M-V/def2-TZVPD",
  "orbital_gap_ev": [6.608, 7.266],
  "lumo_energy_ev": [-0.15, -1.43],
  "s_squared": 6.01,
  "multiplicity": 5,
  "symbols": ["Rh", "O", "C", "O", "C", "C", "C", "C", "C", "O", "C", "C", "O", "O", "H", "H", "H", "H", "H", "H", "H", "H", "C", "C", "C", "C", "C", "C", "C", "N", "C", "C", "C", "C", "C", "C", "C", "N", "C", "C", "C", "C", "H", "H", "H", "H", "H", "H", "H", "H", "H", "H", "H", "H", "H", "H", "H", "H", "H", "H", "H", "H", "H", "H", "H", "H", "C", "C", "C", "C", "C", "C", "Si", "C", "C", "C", "C", "C", "C", "C", "C", "C", "C", "C", "C", "H", "H", "H", "H", "H", "H", "H", "H", "H", "H", "H", "H", "H", "H", "H"],
  "coordinates": [[0.898, -0.218, -0.794], [0.964, -0.716, -4.815], [1.438, -0.972, -3.725], [0.729, -1.201, -2.652], [2.948, -1.143, -3.539], [3.268, -2.280, -2.565], [4.728, -2.708, -2.711], [5.465, -1.521, -2.043], [4.287, -0.643, -1.615], [3.278, -1.615, -1.280], [3.682, 0.058, -2.830], [2.783, 1.241, -2.482], [2.617, 2.134, -3.284], [2.251, 1.249, -1.274], [3.398, -1.319, -4.513], [2.533, -3.079, -2.552], [5.009, -2.862, -3.753], [4.902, -3.638, -2.172], [6.140, -0.997, -2.719], [6.037, -1.845, -1.174], [4.459, 0.008, -0.761], [4.458, 0.442, -3.492], [-2.270, 3.633, 4.691], [-2.855, 2.380, 4.026], [-3.029, 1.277, 5.077], [-4.230, 2.715, 3.447], [-1.883, 1.923, 2.943], [-0.704, 1.257, 3.270], [0.146, 0.826, 2.271], [-0.088, 1.045, 0.978], [-1.187, 1.727, 0.649], [-2.107, 2.168, 1.593], [-1.387, 1.950, -0.799], [-2.121, 3.024, -1.277], [-2.276, 3.196, -2.648], [-1.676, 2.246, -3.467], [-0.950, 1.203, -2.925], [-0.800, 1.058, -1.605], [-3.019, 4.381, -3.251], [-3.702, 5.237, -2.185], [-2.003, 5.247, -4.010], [-4.088, 3.871, -4.227], [-2.942, 3.989, 5.475], [-2.137, 4.436, 3.964], [-1.301, 3.421, 5.145], [-3.789, 1.579, 5.801], [-2.110, 1.089, 5.632], [-3.348, 0.342, 4.615], [-4.916, 2.954, 4.261], [-4.647, 1.873, 2.891], [-4.198, 3.584, 2.789], [-0.445, 1.035, 4.296], [1.044, 0.270, 2.506], [-3.005, 2.663, 1.261], [-2.540, 3.733, -0.581], [-1.737, 2.311, -4.544], [-0.475, 0.461, -3.553], [-2.981, 5.700, -1.510], [-4.410, 4.654, -1.592], [-4.258, 6.040, -2.670], [-1.218, 5.607, -3.344], [-2.508, 6.111, -4.447], [-1.528, 4.688, -4.816], [-4.813, 3.233, -3.719], [-3.652, 3.301, -5.046], [-4.623, 4.718, -4.660], [4.142, -2.017, 4.155], [4.107, -1.042, 3.170], [3.182, -1.137, 2.138], [2.274, -2.194, 2.067], [2.345, -3.177, 3.060], [3.261, -3.089, 4.097], [1.027, -2.323, 0.661], [1.297, -3.949, -0.217], [2.533, -4.597, -0.126], [2.777, -5.776, -0.813], [1.787, -6.330, -1.614], [0.550, -5.707, -1.709], [0.310, -4.533, -1.013], [-0.738, -2.232, 1.331], [-1.797, -1.987, 0.449], [-3.097, -1.819, 0.903], [-3.371, -1.897, 2.261], [-2.338, -2.144, 3.155], [-1.040, -2.300, 2.694], [4.861, -1.949, 4.962], [4.800, -0.211, 3.200], [3.172, -0.372, 1.366], [1.678, -4.032, 3.017], [3.293, -3.859, 4.857], [3.320, -4.164, 0.481], [3.742, -6.259, -0.731], [1.977, -7.246, -2.158], [-0.227, -6.136, -2.328], [-0.661, -4.060, -1.105], [-1.605, -1.910, -0.619], [-3.893, -1.626, 0.195], [-4.385, -1.769, 2.622], [-2.544, -2.213, 4.216], [-0.248, -2.477, 3.413]]
}